The ion C2H6BrN3 with charge +2, computed with ωB97M-V/def2-TZVPD.

Summary:
SMILES string   N/C(Br)=[NH+]/C=[NH2+]
Calculated total energy   -76663.942 eV
E_HOMO   -20.5 eV
Net charge   +2

Element x y z (Å)
1 N -1.389 -1.469 -1.330
2 C -0.687 -0.388 -1.284
3 Br -0.492 0.922 -2.505
4 N -0.099 -0.132 0.354
5 C 0.818 0.838 0.653
6 N 1.282 1.116 1.841
7 H -1.887 -1.931 -0.503
8 H -1.520 -1.804 -2.290
9 H 0.002 -0.904 0.976
10 H 1.063 1.317 -0.294
11 H 1.874 1.936 1.792
12 H 1.035 0.499 2.588